ORCA calculation (ωB97M-V/def2-TZVPD) on a gas-phase ion, C4H13N2 (charge +1) in a non-equilibrium geometry.

Geometry (Å):
1 C -1.95561 1.29596 -0.06860
2 C -0.77459 0.56250 0.46943
3 N -1.11996 -0.97204 0.38915
4 C 0.56139 0.86308 -0.38028
5 C 1.81277 0.01048 -0.20149
6 N 1.50613 -1.47199 -0.11496
7 H -2.03707 1.19961 -1.27872
8 H -2.92180 0.97644 0.26706
9 H -1.85777 2.27380 0.17652
10 H -0.54084 0.77289 1.51476
11 H -1.49723 -1.24742 1.33453
12 H -1.37197 -1.27274 -0.53429
13 H -0.05981 -1.50138 0.16703
14 H 0.78954 1.92315 -0.10433
15 H 0.33823 0.92274 -1.49749
16 H 2.40457 0.18381 -1.08560
17 H 2.40573 0.35940 0.71119
18 H 1.68598 -1.90238 -1.04732
19 H 2.09544 -1.97180 0.54288

E (a.u.): -269.4393
M (g mol⁻¹): 89.2
Charge: +1
E_LUMO (eV): -3.029
HOMO-LUMO gap (eV): 11.532
HOMO (eV): -14.561